a:
The following is a DFT calculation (ωB97M-V with the def2-TZVPD basis set) of 2 unconnected molecules or ions with the total composition CH4BrP.

Each line ends with the Löwdin charge.
Atoms and positions in Å:
C -0.24207 0.49273 -0.39011  -1.0320
P 0.11415 -0.03305 1.32663  0.6673
Br -0.51062 -0.91559 -1.68485  0.4757
H -1.00631 1.24949 -0.51922  -0.0366
H 1.10817 1.16415 -1.02028  0.1741
H -0.70448 -1.17183 1.27301  -0.1258
H 1.24117 -0.78590 1.01482  -0.1227

Output
HOMO, eV: -9.61
Kohn-Sham gap, eV: 9.869
2S+1: 1


b:
The following is a DFT calculation (ωB97M-V with the def2-TZVPD basis set) of 2 unconnected molecules or ions with the total composition CH4BrP.

Each line ends with the Löwdin charge.
Atoms and positions in Å:
C 0.25027 -0.07867 1.43845  -0.4563
P -0.36754 -1.22404 0.40060  0.6979
H 1.33725 -0.01298 1.25951  -0.0334
H -0.35874 0.41555 2.17436  -0.0207
H -1.68185 -1.18627 0.73628  -0.1943
Br 1.60316 0.32804 -2.23554  0.1779
H 2.88075 -0.06835 -1.44031  -0.1710

Output
HOMO, eV: -9.61
Kohn-Sham gap, eV: 9.878
Structure (SMILES): C=P.Br
2S+1: 1


c:
The following is a DFT calculation (ωB97M-V with the def2-TZVPD basis set) of 2 unconnected molecules or ions with the total composition CH4BrP.

Each line ends with the Löwdin charge.
Atoms and positions in Å:
C -0.99653 -0.24476 0.17427  -0.4738
P -0.08434 1.35729 0.40024  0.7100
Br 3.27566 -0.51245 -0.45801  -0.0115
H -1.64410 -0.53799 1.02619  0.0206
H -0.00398 -0.82883 0.16653  0.0000
H -1.47761 -0.28998 -0.83888  0.0340
H 0.93089 1.05673 -0.47034  -0.2794

Output
HOMO (alpha / beta), eV: -9.89 / -8.48
Kohn-Sham gap (alpha / beta), eV: 8.764 / 4.827
2S+1: 1


Unit: kcal/mol. Relative energies: a 17.3; b 0.0; c 25.3.


a:
The following is a DFT calculation (ωB97M-V with the def2-TZVPD basis set) of a molecular structure, C5H9NO3.

Each line ends with the Löwdin charge.
Atoms and positions in Å:
C 1.39973 1.26787 -0.36800  -0.0293
C 0.80779 -0.12560 -0.52389  -0.3694
O 0.97262 -0.89757 0.65699  -0.1496
C -0.67459 -1.34790 1.17519  -0.2980
O -0.82307 -2.48225 1.58792  0.1056
C -1.45507 -0.67909 0.15449  0.0227
C -0.68471 -0.09745 -0.81725  -0.2843
N -1.07373 0.29146 -2.03773  0.1457
H 1.12879 1.70273 0.60434  0.0864
H 2.49317 1.21338 -0.43948  0.0866
H 1.03217 1.92788 -1.16472  0.0787
H 1.30872 -0.66079 -1.34394  0.1545
H -2.49644 -0.95457 -0.00089  0.1243
H -2.04991 0.28308 -2.29569  0.1161
H -0.40539 0.46199 -2.77548  0.1149
H 0.99552 -0.19456 2.00264  0.2326
O 0.01103 -0.26363 2.84295  -0.1636
H -0.48663 0.55502 2.74257  0.0261

Output
HOMO, eV: -9.03
Kohn-Sham gap, eV: 9.534
2S+1: 1


b:
The following is a DFT calculation (ωB97M-V with the def2-TZVPD basis set) of C5H9NO3 in the gas phase.

Each line ends with the Löwdin charge.
Atoms and positions in Å:
C -1.73087 -0.42512 -2.41615  -0.1160
O -1.72343 0.42215 -1.28940  -0.1872
C -1.54796 -0.28304 -0.07683  -0.1924
C -0.07425 -0.49387 0.26587  -0.1842
O 0.21010 0.16536 1.48989  -0.1117
C 1.53889 0.06266 1.87593  -0.2322
N 2.44955 0.69122 0.89726  0.1329
C 2.83284 1.83459 1.06097  -0.3152
O 3.17182 2.93719 1.17268  0.1865
H -2.66003 -1.00412 -2.46726  0.0882
H -1.66928 0.19751 -3.30751  0.0884
H -0.87724 -1.11229 -2.42389  0.0882
H -2.00486 0.32467 0.70525  0.1299
H -2.08476 -1.23751 -0.10448  0.1212
H 0.17672 -1.55900 0.34312  0.1262
H 0.51903 -0.06728 -0.54797  0.1227
H 1.62993 0.53106 2.85494  0.1322
H 1.84381 -0.98419 1.96758  0.1224

Output
HOMO, eV: -10.00
Kohn-Sham gap, eV: 10.798
Structure (SMILES): COCCOCN=C=O
2S+1: 1


c:
The following is a DFT calculation (ωB97M-V with the def2-TZVPD basis set) of 2 unconnected molecules or ions with the total composition C5H9NO3.

Each line ends with the Löwdin charge.
Atoms and positions in Å:
O 0.07746 -1.64067 0.91813  0.1082
C 0.25893 -1.06814 -0.12098  -0.4565
O -0.91502 -0.80490 -1.07096  -0.0743
C 1.53527 -1.04637 -0.95123  -0.1961
O 2.02659 -2.31532 -1.32007  -0.0389
H -1.05148 -0.99804 -2.00835  0.1002
H 1.41946 -0.47752 -1.87465  0.1242
H 2.30736 -0.51863 -0.37945  0.1148
H 1.85042 -3.00492 -0.67088  0.0956
C -2.25734 1.20003 0.73732  0.0258
C -1.18417 1.29912 -0.06343  -0.2110
N 0.12716 0.96341 0.39760  -0.0404
C 0.66322 1.36857 1.46363  0.0374
H -2.27682 0.46282 1.52358  0.0653
H -3.17841 1.69014 0.46946  0.0493
H -1.16705 1.92300 -0.94924  0.1149
H 1.64598 0.98522 1.71039  0.0869
H 0.11844 1.98220 2.18912  0.0948

Output
HOMO, eV: -9.03
Kohn-Sham gap, eV: 9.470
Structure (SMILES): O=C(O)CO.C=CN=C
2S+1: 1


d:
The following is a DFT calculation (ωB97M-V with the def2-TZVPD basis set) of C5H9NO3 in the gas phase.

Each line ends with the Löwdin charge.
Atoms and positions in Å:
C 1.13432 0.09773 1.22459  0.0004
C -0.16068 0.37188 0.49218  -0.5295
O -0.18594 1.60762 -0.19786  -0.0065
C -1.40784 0.21071 1.39870  -0.2374
O -1.32218 -0.05120 2.60516  0.0400
C -0.84963 -0.79735 -0.31701  -0.0035
C 0.43613 -0.97798 -1.34767  -0.5255
N 0.51844 -0.04251 -2.32488  0.1666
O 1.12139 -1.97722 -1.30714  0.0528
H 1.99735 0.22912 0.56603  0.0956
H 1.16068 -0.92073 1.61899  0.1032
H 1.21617 0.78161 2.07627  0.0957
H -0.25754 2.30582 0.47803  0.1276
H -2.32501 0.67583 0.98705  0.1439
H -1.66109 -0.48333 -0.97605  0.1275
H -0.88256 -1.78665 0.14112  0.1411
H 0.19407 0.89835 -2.12799  0.0925
H 1.27390 -0.14171 -2.98953  0.1156

Output
HOMO, eV: -9.17
Kohn-Sham gap, eV: 9.514
Structure (SMILES): C[C@](O)(C=O)CC(N)=O
2S+1: 1


Unit: kcal/mol. Relative energies: a 31.1; b 0.0; c 51.3; d 1.2.


a:
The following is a DFT calculation (ωB97M-V with the def2-TZVPD basis set) of CH5INP in the gas phase.

Each line ends with the Löwdin charge.
Atoms and positions in Å:
C -1.05951 -0.50605 -0.53727  -0.1966
N -0.26411 0.18048 0.53254  -0.4964
P 0.88967 1.13075 -0.06220  0.4374
I 3.12430 -0.24133 0.04578  0.0363
H -2.11058 -0.59229 -0.30691  0.0663
H -0.98356 0.04128 -1.48414  0.0466
H -0.56576 -1.46434 -0.82882  0.0814
H -0.23108 -0.42287 1.37011  0.0968
H 1.20064 1.87437 1.27091  -0.0717

Output
HOMO, eV: -8.93
Kohn-Sham gap, eV: 9.031
Structure (SMILES): CNPI
2S+1: 1


b:
The following is a DFT calculation (ωB97M-V with the def2-TZVPD basis set) of CH5INP in the gas phase.

Each line ends with the Löwdin charge.
Atoms and positions in Å:
C 0.81421 0.99277 -0.29830  -0.2553
N -0.28053 0.03347 -0.19164  -0.7301
P -1.07075 -0.37015 1.18756  0.6823
I -0.37336 -1.63992 -2.01571  0.3512
H 1.01311 1.21765 -1.31196  0.0407
H 0.45778 1.87628 0.01001  0.0230
H 1.82485 0.65849 0.18408  0.1140
H -2.05544 -1.31217 0.69844  -0.1079
H -0.32987 -1.45640 1.73752  -0.1180

Output
HOMO (alpha / beta), eV: -8.77 / -8.89
Kohn-Sham gap (alpha / beta), eV: 6.940 / 7.022
Structure (SMILES): CN(P)I
2S+1: 1


Unit: kcal/mol. Relative energies: a 0.0; b 59.9.


a:
The following is a DFT calculation (ωB97M-V with the def2-TZVPD basis set) of 2 unconnected molecules or ions with the total composition C4H9O.

Each line ends with the Löwdin charge.
Atoms and positions in Å:
C 1.24924 -1.00606 2.15925  -0.5950
O 0.19250 -1.47356 1.63259  -0.3872
H 1.17549 0.13708 2.34681  0.0230
H 1.62140 -1.41029 3.12733  0.0203
H 2.08714 -0.95595 1.38652  0.0263
C -1.26072 -0.04161 -0.71821  -0.1236
C -0.81746 1.07000 -1.66129  -0.2434
C 0.42163 1.66318 -1.77107  -0.0244
H -1.23266 -0.93052 -1.34159  0.0647
H -0.61084 -0.23129 0.21327  0.0722
H -2.29008 0.18582 -0.50863  0.0421
H -1.49822 1.12337 -2.58664  0.0895
H 0.55576 2.06801 -2.75860  0.0203
H 1.09583 1.68918 -0.99132  0.0151

Output
HOMO, eV: -1.94
Kohn-Sham gap, eV: 5.953
Net charge: -1
2S+1: 1


b:
The following is a DFT calculation (ωB97M-V with the def2-TZVPD basis set) of a gas-phase ion, C4H9O (charge -1).

Each line ends with the Löwdin charge.
Atoms and positions in Å:
C 1.29027 0.44594 -0.77672  -0.1542
C 0.70317 -0.88437 -0.22629  -0.2634
C -0.41467 -0.42063 0.79964  -0.2732
C -1.42993 0.52576 0.25785  -0.6504
O -2.55346 0.68741 0.92622  -0.3630
H 0.35547 1.07043 -1.00526  0.0594
H 1.83282 0.30506 -1.66732  0.0211
H 2.01943 0.75643 0.00176  0.0719
H 0.24939 -1.31299 -1.07744  0.0659
H 1.46725 -1.42006 0.32099  0.0756
H -0.99632 -1.29630 1.22566  0.0994
H 0.06323 -0.05013 1.78245  0.1128
H -1.77205 0.04814 -0.74043  0.1038
H -0.81459 1.54530 0.17890  0.0945

Output
HOMO, eV: -2.01
Kohn-Sham gap, eV: 6.231
Net charge: -1
Structure (SMILES): CCCC[O-]
2S+1: 1


Unit: kcal/mol. Relative energies: a 16.2; b 0.0.